# 1
Entry from the Open Molecules 2025 dataset: a structure of composition C23H19CoNO4S3Sb (wB97M-V/def2-TZVPD).

```
52
Properties=species:S:1:pos:R:3:forces:R:3
Co -0.738172 -0.561744 -2.997287 -0.1 -0.6 0.0
O 0.687689 -1.956191 -3.193938 0.0 0.2 -0.3
S 0.773024 -2.135764 -1.712049 0.3 0.4 0.3
O 0.787465 -3.480429 -1.251121 -0.1 -0.1 -0.1
O 1.850912 -1.287767 -1.159031 0.1 -0.3 0.1
O -0.557496 -1.384866 -1.332001 0.1 -0.1 0.0
S -2.647493 0.452080 -2.688393 -0.2 0.2 -0.1
C -3.175260 -1.182381 -3.031167 0.0 0.0 0.0
C -4.375097 -1.816298 -2.736932 0.0 0.0 -0.1
C -4.468066 -3.167729 -3.011895 0.0 0.0 0.0
C -3.373818 -3.864517 -3.520335 0.0 0.0 0.0
C -2.201808 -3.174881 -3.748236 0.0 0.1 -0.1
N -2.134841 -1.858929 -3.546854 -0.1 0.0 0.3
H -5.189581 -1.262613 -2.292643 0.0 0.0 0.0
H -5.390320 -3.696644 -2.807336 0.0 0.0 0.0
H -3.427218 -4.925415 -3.714391 0.0 0.0 0.0
H -1.293855 -3.649491 -4.096172 0.0 0.0 0.0
S 0.486597 1.170024 -2.430597 0.1 0.0 0.2
Sb 0.783337 0.626212 -0.135703 -0.1 0.5 -0.1
C 2.661511 1.479160 0.276710 0.1 -0.1 -0.1
C 2.776180 2.490622 1.223897 0.0 0.0 0.0
C 4.019931 3.043837 1.496725 0.0 0.0 0.0
C 5.144831 2.588074 0.825115 0.0 0.0 0.0
C 5.029704 1.581510 -0.124088 0.0 0.0 0.0
C 3.789126 1.025101 -0.402337 0.0 0.0 0.0
C 0.575825 -0.843978 1.365802 0.0 -0.2 -0.1
C -0.663981 -1.365676 1.710073 -0.1 0.1 0.0
C -0.754823 -2.310137 2.721745 0.0 0.0 0.0
C 0.389523 -2.733291 3.383154 0.0 0.0 0.0
C 1.627555 -2.213709 3.034345 0.0 0.0 0.0
C 1.723585 -1.269533 2.021700 0.0 0.0 0.0
C -0.570568 2.059723 0.694451 0.0 0.1 0.1
C -1.150050 3.049293 -0.094251 0.0 -0.1 0.0
C -1.958403 4.020881 0.478423 0.0 0.0 0.0
C -2.196370 4.014824 1.845605 0.0 0.0 0.0
C -1.622307 3.033839 2.640729 0.0 0.0 0.0
C -0.813363 2.061780 2.067383 0.0 0.0 0.0
H 1.901028 2.857471 1.747957 0.0 0.0 0.0
H 4.107676 3.833081 2.232197 0.0 0.0 0.0
H 6.113932 3.020665 1.038398 0.0 0.0 0.0
H 5.905879 1.228145 -0.652089 0.0 0.0 0.0
H 3.698927 0.243239 -1.145806 0.0 0.0 0.0
H -1.558822 -1.048519 1.188044 0.0 0.0 0.0
H -1.720054 -2.721867 2.986782 0.0 0.0 0.0
H 0.317227 -3.474580 4.168546 0.0 0.0 0.0
H 2.522769 -2.548668 3.541740 0.0 0.0 0.0
H 2.694835 -0.878965 1.742675 0.0 0.0 0.0
H -0.977506 3.054746 -1.162803 0.0 0.0 0.0
H -2.404371 4.783194 -0.147558 0.0 0.0 0.0
H -2.829787 4.771708 2.290364 0.0 0.0 0.0
H -1.802809 3.021340 3.708099 0.0 0.0 0.0
H -0.372837 1.304015 2.704355 0.0 0.0 0.0
```
Forces are in eV/Å.

multiplicity	1
total charge	0
HOMO (alpha / beta)	-8.67 / -8.60	eV
molar mass	650.30	g mol⁻¹
energy above the lowest of the compared OMol25 structures with the same formula, charge and spin	14.0	kJ/mol

---

# 2
Entry from the Open Molecules 2025 dataset: a structure of composition C23H19F3NO7S (wB97M-V/def2-TZVPD).

```
54
Properties=species:S:1:pos:R:3:forces:R:3
C 3.067081 3.766622 4.328070 0.1 -1.0 0.1
O 3.053804 2.339281 4.556479 0.4 1.0 -0.1
C 2.248697 1.596272 3.758220 -0.9 -0.4 -0.8
C 2.154945 0.216759 4.056444 0.5 1.5 0.4
C 1.182263 -0.530061 3.455209 -0.8 -0.6 -0.8
C 0.333096 0.004071 2.457220 0.8 0.9 0.6
C -0.675381 -0.818393 1.826591 -1.5 3.7 -0.6
C -1.933010 -0.356533 1.737510 -1.4 0.4 1.1
C -3.154627 -1.129937 1.358856 0.4 -1.0 -0.2
O -3.311903 -2.294677 1.631697 -0.2 0.9 -0.5
O -4.193959 -0.416591 0.802241 0.1 0.7 0.2
C -4.060486 1.029473 0.766729 -0.1 -0.3 0.4
C -3.201640 1.478964 -0.397534 0.2 0.0 -0.1
C -5.467436 1.627241 0.652696 0.2 -0.3 0.2
O -3.523313 1.487962 2.030526 0.0 -0.4 -0.4
C -2.438295 0.810005 2.549196 0.5 0.2 0.9
O -2.021609 1.130506 3.639894 -0.6 0.1 -1.0
C 0.503867 1.365414 2.106717 -0.2 -1.1 -0.3
C 1.459728 2.148459 2.713432 0.7 0.1 1.0
H 3.745241 4.148022 5.090864 -0.1 0.1 -0.2
H 3.448403 3.988022 3.322621 0.0 0.0 0.2
H 2.062824 4.195462 4.451442 0.2 -0.1 0.0
H 2.827882 -0.188144 4.817692 -0.4 0.1 -0.2
H 1.015356 -1.557440 3.789022 0.2 0.5 -0.3
H -0.300865 -1.826573 1.364347 -0.5 1.1 0.0
H -2.205691 1.025649 -0.346817 -0.2 0.1 -0.1
H -3.698735 1.183280 -1.330366 0.2 0.0 0.2
H -3.117234 2.573511 -0.372237 0.0 -0.3 0.0
H -6.091612 1.306332 1.489859 0.1 0.0 -0.1
H -5.412993 2.719179 0.656805 0.1 -0.2 0.0
H -5.935397 1.306655 -0.280622 0.1 0.0 0.1
H -0.148670 1.796688 1.342399 0.3 -0.1 0.2
H 1.557169 3.201368 2.424966 -0.1 -0.5 0.2
F -2.558712 -5.721594 0.073143 0.2 -0.1 0.6
C -1.667068 -5.250532 0.960456 0.1 0.4 -0.1
F -2.308542 -4.789495 2.053801 0.3 -0.6 -0.8
F -0.838945 -6.253056 1.349268 -0.7 0.7 -0.3
S -0.646819 -3.893547 0.115700 0.6 1.2 2.1
C 0.039245 -3.054211 1.534401 2.8 -6.0 -1.2
C 1.481000 -3.394922 1.692258 -1.2 0.0 0.1
C 1.964459 -3.683965 2.981678 0.8 -0.4 0.1
C 3.265670 -4.144246 3.168393 -0.7 0.3 0.3
C 4.104006 -4.330538 2.064900 0.0 0.0 0.0
C 5.423386 -4.851141 2.250982 2.0 -1.3 0.3
N 6.476216 -5.343829 2.403314 -2.0 1.1 -0.3
C 3.650978 -3.987026 0.789118 -0.4 0.4 -0.4
C 2.375756 -3.455444 0.604612 0.8 0.0 0.4
O 0.298828 -4.664368 -0.653025 -0.5 0.1 -0.5
O -1.498546 -2.899066 -0.496235 -0.2 -1.1 -0.6
H -0.540262 -3.425553 2.377620 -0.1 0.5 0.1
H 1.301528 -3.538622 3.837554 0.2 -0.3 -0.2
H 3.620372 -4.372395 4.174514 0.0 0.0 -0.3
H 4.291354 -4.145121 -0.080384 -0.1 0.2 0.3
H 2.086376 -3.077822 -0.370437 0.0 -0.3 0.1
```
Forces are in eV/Å.

multiplicity	1
total charge	-1
HOMO	-3.74	eV
molar mass	510.47	g mol⁻¹

---

# 3
Entry from the Open Molecules 2025 dataset: a structure of composition C23H19N6O4SV (wB97M-V/def2-TZVPD).

```
54
Properties=species:S:1:pos:R:3:forces:R:3
V 0.562499 0.016808 0.026881 -0.4 -0.3 -0.4
N 8.630929 0.491460 1.097424 0.0 0.0 0.0
C 7.293147 0.538699 1.093079 0.0 0.0 0.0
C 6.602061 1.357278 2.016338 0.0 0.0 0.0
C 5.237383 1.407757 2.016401 0.0 0.0 -0.1
C 4.521779 0.639429 1.079709 0.1 -0.2 -0.1
C 5.190163 -0.180991 0.152465 0.0 0.0 0.0
C 6.552884 -0.228384 0.157949 0.0 0.0 0.0
S 2.849237 0.727740 1.093016 -0.7 0.3 0.3
O 2.149149 -0.628565 1.110124 -0.1 -0.2 0.1
O 2.349625 1.615175 2.101221 0.2 0.0 -0.1
N 2.171684 1.024212 -0.366407 0.5 0.6 -0.5
C 1.574731 2.171482 -0.882424 -0.4 0.0 -0.2
N 2.079201 3.370309 -0.976957 0.1 0.0 0.0
C 1.295537 4.258437 -1.601388 0.1 0.0 0.0
C 0.034427 3.949549 -2.101997 0.0 0.0 0.0
C -0.435301 2.669568 -1.902853 0.1 -0.1 0.1
N 0.345950 1.769604 -1.291196 0.3 -0.2 0.3
H 9.168685 1.018979 1.763475 0.0 0.0 0.0
H 9.135952 -0.096257 0.457280 0.0 0.0 0.0
H 7.162869 1.946733 2.729266 0.0 0.0 0.0
H 4.707061 2.028278 2.724149 0.0 0.0 0.0
H 4.630408 -0.769785 -0.562272 0.0 0.0 0.0
H 7.079092 -0.852669 -0.551660 0.0 0.0 0.0
H 1.699966 5.258300 -1.700629 0.0 0.0 0.0
H -0.564519 4.691194 -2.607754 0.0 0.0 0.0
H -1.421390 2.355335 -2.218074 0.0 0.0 0.0
O -6.100791 4.557772 0.999532 0.0 0.0 0.1
C -4.763417 4.604942 1.039058 0.0 0.0 -0.3
O -4.175261 5.639663 1.139550 0.0 0.0 0.1
C -4.009228 3.310411 0.854392 0.0 0.0 0.1
C -2.740804 3.238481 1.427981 0.0 0.0 0.0
C -1.947981 2.129476 1.218973 0.1 0.0 0.0
C -2.423251 1.087600 0.427608 0.0 0.1 0.0
C -3.682384 1.145422 -0.149852 0.0 0.0 0.0
C -4.478278 2.262133 0.074890 0.0 0.0 0.0
N -1.551515 -0.006832 0.157462 0.5 -0.5 0.4
C -1.958513 -1.220943 0.207460 -0.2 0.1 0.0
C -1.057411 -2.316611 -0.171357 -0.3 0.0 0.0
C -1.461500 -3.630424 -0.084562 0.1 -0.1 -0.1
C -0.591291 -4.617868 -0.545633 0.0 0.0 0.0
C 0.636551 -4.244498 -1.059371 0.0 0.0 0.0
C 0.987058 -2.898917 -1.071355 0.1 0.0 0.0
N 0.157037 -1.953313 -0.642087 0.0 0.4 0.3
H -6.444201 3.657631 1.050481 0.0 0.0 0.0
H -2.391371 4.071931 2.022150 0.0 0.0 0.0
H -0.965149 2.071873 1.678572 0.0 0.0 0.0
H -4.026393 0.355071 -0.805556 0.0 0.0 0.0
H -5.445893 2.319137 -0.408179 0.0 0.0 0.0
H -2.973320 -1.469488 0.515202 0.0 0.0 0.0
H -2.432752 -3.880267 0.319771 0.0 0.0 0.0
H -0.876761 -5.660208 -0.504345 0.0 0.0 0.0
H 1.334239 -4.978584 -1.435870 0.0 0.0 0.0
H 1.954470 -2.571067 -1.427482 0.0 0.0 0.0
```
Forces are in eV/Å.

multiplicity	3
total charge	+2
HOMO (alpha / beta)	-13.58 / -13.58	eV
molar mass	526.45	g mol⁻¹
energy above the lowest of the compared OMol25 structures with the same formula, charge and spin	56.8	kJ/mol

---

# 4
Entry from the Open Molecules 2025 dataset: a structure of composition C23H19N6RhS2 (wB97M-V/def2-TZVPD).

```
51
Properties=species:S:1:pos:R:3:forces:R:3
Rh 0.225095 -0.665466 0.397973 -1.4 0.3 -1.6
C -2.341719 1.074709 0.967332 0.0 0.1 0.0
N -2.139906 -0.309321 0.505838 1.3 -0.3 -0.2
C -2.793992 -1.380637 1.276772 -0.1 -0.1 0.2
C -1.776919 -2.402392 1.677229 0.0 0.0 0.0
N -0.482418 -2.134343 1.698520 1.0 0.4 0.1
C 0.167433 -3.271459 2.174425 -0.2 -0.3 0.3
C 1.513046 -3.506612 2.433123 -0.1 0.0 0.0
C 1.843992 -4.757219 2.915158 0.1 0.1 0.0
C 0.870360 -5.739889 3.138319 -0.2 -0.1 0.0
C -0.472152 -5.503859 2.910827 -0.1 -0.1 0.0
C -0.804659 -4.246795 2.426630 0.4 0.2 0.0
N -2.019682 -3.649505 2.095794 -0.1 0.0 0.0
C -1.085386 1.832678 0.702606 -0.2 0.3 -0.1
N 0.097593 1.313663 1.012321 0.6 -1.3 -0.9
C 1.062786 2.234424 0.600201 0.0 0.4 -0.1
C 2.448732 2.193263 0.698485 0.0 0.0 0.0
C 3.143376 3.275387 0.195272 0.0 -0.1 0.0
C 2.477169 4.362312 -0.387771 0.0 0.0 0.0
C 1.099085 4.423313 -0.461460 -0.1 0.2 0.0
C 0.399219 3.342123 0.055912 0.5 -0.3 0.1
N -0.958043 3.039607 0.146403 -0.2 -0.1 0.3
H -2.497185 1.058670 2.046892 -0.1 0.0 0.0
H -3.204488 1.556485 0.504669 0.0 -0.1 0.0
H -2.374355 -0.390916 -0.475808 -0.1 0.0 0.0
H -3.597266 -1.849035 0.705904 0.0 0.1 0.0
H -3.240294 -0.963506 2.182188 0.0 0.0 0.0
H 2.255115 -2.734882 2.278738 0.0 0.0 0.0
H 2.878036 -4.984801 3.134533 0.0 0.0 0.0
H 1.176685 -6.710853 3.501931 0.0 0.0 0.0
H -1.223822 -6.256004 3.109324 0.0 0.0 0.0
H -2.925386 -4.084777 2.181664 0.0 0.0 0.0
H 2.943248 1.350504 1.161041 0.1 0.0 0.0
H 4.222560 3.292009 0.262335 0.0 0.0 0.0
H 3.062242 5.186357 -0.772641 0.0 0.0 0.0
H 0.602422 5.280035 -0.897539 0.0 0.0 0.0
H -1.719981 3.654199 -0.100174 0.0 0.0 0.0
S 2.549865 -1.148636 -0.376191 -1.3 -0.2 1.1
C 1.834166 -0.333212 -1.692907 0.3 0.6 -0.9
N 0.525109 -0.161681 -1.673052 0.4 0.0 1.6
C 0.088114 0.699513 -2.660407 0.0 0.6 -0.4
C -1.219038 1.125497 -2.897460 0.2 -0.2 0.2
C -1.452842 2.018255 -3.922425 0.0 0.0 0.0
C -0.405707 2.486146 -4.723439 -0.1 0.0 0.0
C 0.889100 2.051958 -4.521768 0.1 0.0 -0.1
C 1.130396 1.157305 -3.486172 -0.3 0.0 0.3
S 2.652572 0.491569 -2.970387 -0.1 -0.2 0.3
H -2.038765 0.735232 -2.306044 0.0 0.0 0.0
H -2.463123 2.354280 -4.114428 0.0 0.0 0.0
H -0.621827 3.188298 -5.516779 0.0 0.0 0.0
H 1.701436 2.408010 -5.141503 0.0 0.0 0.0
```
Forces are in eV/Å.

multiplicity	1
total charge	+2
HOMO (alpha / beta)	-14.11 / -14.11	eV
molar mass	546.49	g mol⁻¹
energy above the lowest of the compared OMol25 structures with the same formula, charge and spin	136.3	kJ/mol